Record 1
{"formula": "C4H12", "method": "ωB97M-V/def2-TZVPD", "e_tot_ha": -159.5581, "orbital_gap_ev": 12.48, "smiles": "CC.CC", "largest_force_ev_per_a": 2.95, "relative_energy_kcal_mol": 16.8, "homo_energy_ev": -11.42, "charge": 0, "elements": ["C", "C", "H", "H", "H", "H", "H", "H", "C", "C", "H", "H", "H", "H", "H", "H"], "xyz": [[-2.31140, -0.91972, -0.50665], [-1.58909, -2.28412, -0.21003], [-1.88444, -0.24523, 0.22544], [-2.39593, -0.76411, -1.57223], [-3.32214, -1.02388, -0.11211], [-0.88296, -2.43512, -1.03017], [-1.21316, -2.32800, 0.80522], [-2.27417, -3.11696, -0.36957], [2.32250, 1.44310, 1.00523], [1.65775, 1.89922, -0.32214], [3.36541, 1.22602, 0.78191], [2.19310, 2.19718, 1.78041], [1.89773, 0.54887, 1.45503], [1.38905, 2.94605, -0.28650], [2.23469, 1.64478, -1.20935], [0.81305, 1.21192, -0.43448]], "atomic_forces_ev_per_a": [[-0.4621, -2.2073, 1.8949], [-1.0256, 0.3867, -1.5442], [0.4181, 1.0836, -1.0047], [0.4443, 0.8354, 0.0176], [-0.3121, 0.0340, -0.2277], [0.7255, -0.0067, 0.7149], [0.4293, -0.0759, -0.1411], [-0.2060, -0.0404, 0.2928], [0.2359, 0.3052, -0.4907], [-0.3685, -1.6949, 0.6727], [0.1945, 0.2022, 0.5884], [0.4522, 0.1623, -0.0772], [-0.1796, -0.2272, -0.3792], [-0.2314, 0.0341, -0.2779], [0.4452, 0.4306, 0.1212], [-0.5594, 0.7784, -0.1597]]}


Record 2
{"formula": "C25H53Br12N3O6", "method": "ωB97M-V/def2-TZVPD", "e_tot_ha": -32487.3866, "orbital_gap_ev": 8.33, "largest_force_ev_per_a": 8.12, "relative_energy_kcal_mol": 549.9, "homo_energy_ev": -8.14, "charge": 0, "elements": ["C", "C", "O", "C", "O", "O", "C", "H", "H", "H", "H", "H", "H", "H", "H", "C", "O", "N", "C", "C", "H", "H", "H", "H", "H", "H", "H", "C", "O", "N", "C", "C", "H", "H", "H", "H", "H", "H", "H", "C", "O", "N", "C", "C", "H", "H", "H", "H", "H", "H", "H", "Br", "C", "C", "Br", "H", "H", "H", "H", "Br", "C", "C", "Br", "H", "H", "H", "H", "Br", "C", "C", "Br", "H", "H", "H", "H", "Br", "C", "C", "Br", "H", "H", "H", "H", "Br", "C", "C", "Br", "H", "H", "H", "H", "Br", "C", "C", "Br", "H", "H", "H", "H"], "xyz": [[-19.10887, 2.04974, -2.24124], [-18.73432, 0.65546, -1.74700], [-19.63402, -0.36090, -2.28828], [-20.84123, -0.59901, -1.61817], [-21.31551, 0.09925, -0.66329], [-21.38560, -1.69246, -2.08733], [-22.64106, -2.10016, -1.56000], [-18.78149, 2.13873, -3.27711], [-18.64536, 2.94325, -1.82303], [-20.19033, 2.18206, -2.20940], [-18.83389, 0.65295, -0.66156], [-17.71071, 0.39827, -2.01932], [-23.53150, -1.52446, -1.81257], [-22.66305, -2.18436, -0.47349], [-22.84303, -3.10505, -1.93082], [-18.03859, -0.72919, -7.28511], [-17.76751, 0.37141, -6.79911], [-19.18162, -1.45033, -7.02157], [-19.37962, -2.82090, -7.55548], [-20.20426, -1.03740, -6.08332], [-17.44155, -1.21607, -8.07168], [-20.37243, -3.26841, -7.50911], [-18.78252, -3.57522, -7.04304], [-19.01452, -2.70577, -8.57604], [-20.11183, 0.03371, -5.90374], [-21.21808, -1.21055, -6.44430], [-20.06839, -1.52569, -5.11832], [-15.67285, 0.34895, -1.22054], [-16.34020, 1.23607, -1.68808], [-14.32271, 0.39863, -1.30569], [-13.50351, -0.74124, -0.76059], [-13.54947, 1.43321, -1.99059], [-16.00648, -0.54698, -0.67446], [-12.81205, -1.18283, -1.47821], [-14.08300, -1.53270, -0.28532], [-12.82639, -0.36385, 0.00568], [-12.90881, 2.02998, -1.34134], [-12.91169, 0.98333, -2.75148], [-14.17905, 2.06421, -2.61792], [-14.98511, 5.63054, -5.33158], [-15.72494, 5.28151, -4.43553], [-13.92715, 4.88551, -5.68221], [-13.00730, 5.33118, -6.70264], [-13.60067, 3.53120, -5.11239], [-15.01588, 6.57760, -5.89224], [-13.07215, 6.37923, -6.99504], [-13.13731, 4.80204, -7.64668], [-11.99819, 5.13925, -6.33799], [-13.71454, 2.72482, -5.83689], [-12.55479, 3.37606, -4.84745], [-14.22804, 3.30118, -4.25123], [-13.51940, -1.01139, -3.82947], [-15.17633, -1.94513, -3.39371], [-16.26850, -1.02387, -3.81830], [-18.07775, -1.79898, -3.55189], [-15.17486, -2.14432, -2.32205], [-15.27462, -2.84238, -4.00476], [-16.16018, -0.83788, -4.88685], [-16.25318, -0.09319, -3.25113], [-11.45846, 1.95581, -5.62490], [-13.20314, 1.38759, -6.36732], [-13.26347, -0.07720, -6.62511], [-15.12292, -0.64794, -6.75165], [-13.29531, 1.96940, -7.28444], [-13.94571, 1.74779, -5.65533], [-12.78483, -0.64672, -5.82846], [-12.74083, -0.37289, -7.53479], [-19.74979, 5.90827, -5.88260], [-18.70646, 5.03419, -7.36448], [-17.91849, 6.03937, -8.12222], [-16.58685, 5.30637, -9.37116], [-19.43492, 4.51607, -7.98817], [-17.96722, 4.31076, -7.02058], [-17.32076, 6.69104, -7.48494], [-18.54911, 6.70181, -8.71517], [-18.20176, 4.43970, -2.29788], [-16.23880, 4.86989, -1.99877], [-15.32002, 3.80696, -2.51146], [-13.36120, 4.21609, -2.36308], [-15.90103, 5.05153, -0.97846], [-16.00818, 5.82091, -2.47886], [-15.55542, 3.65798, -3.56526], [-15.67654, 2.93609, -1.96138], [-14.91003, 1.18625, -4.16159], [-16.69999, 1.34642, -4.90670], [-17.23753, 2.83587, -4.76180], [-18.96410, 3.13759, -5.74393], [-17.28957, 0.60247, -4.37094], [-16.68005, 1.13109, -5.97504], [-16.52291, 3.53791, -5.19141], [-17.43185, 3.11029, -3.72497], [-14.95718, 3.90042, -7.45657], [-16.27454, 2.37929, -7.81093], [-16.62244, 2.45751, -9.28010], [-17.96930, 1.11907, -9.74913], [-17.12493, 2.50601, -7.14092], [-15.79620, 1.40825, -7.68290], [-15.73094, 2.35923, -9.89953], [-17.09111, 3.40127, -9.55894]], "atomic_forces_ev_per_a": [[-0.8608, -2.7112, -0.6909], [-1.5416, 0.4820, 0.5107], [-3.8034, 0.2114, 2.1280], [0.8942, 3.8882, 3.0176], [1.7650, -2.5365, -3.5566], [-0.3525, -0.3946, -0.7347], [-0.9313, -0.9637, 0.7285], [-0.6446, -0.4112, 0.0482], [-1.0223, -4.3120, 1.7536], [-0.1392, -0.0391, 0.0346], [0.0723, -0.3115, 0.1116], [-1.7856, -0.4311, -0.1616], [0.5385, 0.6732, -0.4224], [0.5143, 0.2705, 0.0314], [0.3956, 0.0566, -0.2360], [-2.1251, -0.2893, 0.2717], [-2.0552, -2.6326, -1.6388], [-0.2372, -0.5299, 0.2102], [1.5627, 0.5446, -0.4755], [0.2213, 1.0209, 0.5579], [0.1493, 0.0386, 0.2343], [-0.3083, 1.0415, -0.1276], [0.4152, 0.1988, 0.1733], [-0.2935, -0.8180, -0.2319], [0.1018, 0.0444, 0.0290], [0.1681, -0.2253, -0.3142], [-0.2002, -0.0899, -0.1277], [2.8659, 0.3853, 0.6318], [-0.0737, 1.0784, 0.5841], [1.2236, -2.1643, 0.6231], [0.3044, 1.0428, 0.5820], [0.5374, -0.1205, 0.9708], [-0.5059, 0.0589, -0.1224], [-0.5109, 0.1116, -0.2385], [-0.3563, 0.2127, -0.2185], [-0.1949, 0.2799, 0.2790], [-0.3054, -0.5125, 0.4534], [0.4537, -0.0944, 0.5291], [0.7294, -0.3429, 2.3075], [1.5591, -0.1113, 0.8692], [-0.9211, 1.5585, -1.6719], [2.7401, 0.6440, 2.0289], [1.5817, 0.7362, 0.0827], [-0.8849, 3.3102, 0.5680], [-0.3869, 0.0418, 0.0343], [-0.3058, 0.1852, 0.5562], [0.8255, 0.1619, 0.2301], [0.1179, 0.1394, -0.1136], [-0.5398, 4.9708, 0.5187], [-1.2254, 2.0264, 0.6338], [0.6905, 0.8796, -1.5149], [2.1475, -4.8163, 0.8682], [-0.5512, -0.1266, -0.1362], [-0.9385, -1.3349, 0.6627], [2.3623, -1.3016, -0.8694], [0.1094, -0.1945, -0.2086], [0.5889, -0.1144, 0.2800], [-0.5467, -0.2770, 0.9262], [-0.6660, -1.4851, -0.0721], [1.7567, -2.7600, -1.0403], [1.4851, -1.7174, -2.4284], [1.2466, -0.7949, -0.6309], [1.8439, -0.8084, -1.5119], [0.1616, -0.2780, -0.1237], [0.6445, -3.1301, -1.1200], [-0.3179, 0.2014, -0.6290], [-0.3411, 0.1356, -0.2096], [0.6068, 0.9484, -1.3549], [1.0018, 1.2948, -1.2564], [-0.2495, 2.1693, -0.6287], [-1.3239, 3.3430, -1.1743], [0.0412, 0.0626, 0.1093], [-0.3546, 1.2327, -0.2210], [-0.0819, -0.2648, 0.1964], [0.1393, -0.0550, -0.1271], [3.5971, 7.2694, 0.3420], [1.2419, 2.2501, 0.3692], [-1.5536, -0.5147, 0.2989], [-1.2662, 2.1646, 1.3859], [-1.2846, -0.2835, 0.6014], [-0.6714, -0.1948, -0.1066], [0.6382, 0.0408, 1.0253], [1.3464, -0.0843, 0.0948], [-4.9253, 1.7551, -1.5579], [-0.7481, 3.5043, -0.0087], [0.4724, -2.0235, -0.4485], [-0.0885, -4.9701, 3.8524], [-0.2754, 0.9419, -0.3795], [0.8563, 0.0991, 1.5272], [-0.4407, -0.1962, -0.1378], [0.1387, -0.3358, -1.0338], [-4.1671, -5.1787, -2.6431], [0.4873, 0.8658, -1.6604], [-0.5823, -0.0636, 0.0526], [0.1139, 0.0043, -0.5977], [0.4180, 0.0872, -0.4964], [0.2412, 0.7238, 0.4454], [-0.1273, -0.4235, -0.0664], [-0.1010, -1.6193, 0.1156]]}